ORCA calculation (ωB97M-V/def2-TZVPD) on one molecule with the formula C2H4O2S2.

Geometry (Å):
C: 0.540 -0.186 0.078
C: -0.836 -0.038 -0.373
O: 1.307 0.878 0.262
O: 3.441 -0.154 -0.892
S: 3.118 0.596 0.257
S: 1.274 -1.688 0.212
H: -1.112 0.932 -0.598
H: -0.920 -0.693 -1.271
H: -1.380 -0.154 0.519
H: 2.902 -0.386 1.271

As for the energy above the lowest of the compared OMol25 structures with the same formula, charge and spin: 2.582 eV. The lowest unoccupied orbital energy comes out at 0.002 Eh.